Computed, not measured: a 2-piece molecular cluster, CH2N2S overall at a distorted geometry, with the ωB97M-V functional and the def2-TZVPD basis.

## Properties
* M: 74.1 g mol⁻¹
* LUMO level: -0.91 eV
* HOMO level: -9.34 eV
* E: -546.860125 hartree
* frontier orbital gap: 8.430 eV
* 2S+1: 1
* energy relative to the best compared isomer or geometry (same formula, charge and spin): 2.759 eV
* charge: 0

Each line ends with the Mulliken charge.
Atoms and positions in Å:
C1 -2.3033 -0.4329 -0.1717  0.0029
N1 0.8603 -0.7030 0.0393  -0.2812
N2 -2.9235 0.4962 -0.3507  -0.3341
S1 0.6988 0.7095 0.2921  0.1419
H1 -2.0339 -1.4345 -0.2752  0.3307
H2 1.7923 1.1847 -0.3725  0.1398

Computed, not measured: C16H30O8P2Re as an isolated structure, with the ωB97M-V functional and the def2-TZVPD basis.

## Properties
* M: 598.6 g mol⁻¹
* LUMO level (alpha / beta): -8.20 / -9.18 eV
* HOMO level (alpha / beta): -16.82 / -16.53 eV
* E: -1990.246022 hartree
* frontier orbital gap (alpha / beta): 8.623 / 7.345 eV
* 2S+1: 2
* energy relative to the best compared isomer or geometry (same formula, charge and spin): 0.000 eV
* charge: +2
* ⟨S²⟩: 0.756

Each line ends with the Mulliken charge.
Atoms and positions in Å:
Re1 0.2446 -0.3559 0.0617  1.1565
C1 0.0436 -3.8767 -0.1917  -1.9340
C2 0.6957 -2.6356 0.3606  0.8212
C3 1.9477 -2.1241 -0.1009  1.2846
C4 2.6794 -2.7281 -1.2582  -2.0753
C5 2.4576 -0.9374 0.4830  0.9776
C6 3.7422 -0.3073 0.0239  -2.1534
C7 1.8372 -0.3748 1.6652  1.4545
C8 2.4002 0.8662 2.2958  -2.1435
C9 0.8455 -1.1389 2.3386  0.2727
C10 0.4012 -0.7967 3.7146  -1.8198
C11 0.1537 -2.1213 1.5828  0.8566
C12 -1.1344 -2.6724 2.1166  -2.2990
H1 -0.9787 -3.7013 -0.5209  0.4948
H2 -0.0048 -4.6204 0.6056  0.4261
H3 0.5935 -4.3182 -1.0128  0.3753
H4 3.6249 -3.1357 -0.8902  0.4712
H5 2.9192 -1.9805 -2.0112  0.4664
H6 2.1360 -3.5303 -1.7395  0.3159
H7 3.6548 0.7672 -0.1069  0.4516
H8 4.1137 -0.7396 -0.8965  0.5065
H9 4.4927 -0.4772 0.8006  0.4072
H10 3.2811 0.6084 2.8895  0.4126
H11 1.6669 1.3384 2.9415  0.5836
H12 2.7008 1.5962 1.5490  0.3661
H13 1.1959 -0.3145 4.2767  0.4468
H14 0.0965 -1.7042 4.2345  0.4489
H15 -0.4692 -0.1332 3.7014  0.3211
H16 -0.9236 -3.5425 2.7457  0.4624
H17 -1.7986 -2.9954 1.3198  0.4300
H18 -1.6568 -1.9339 2.7178  0.5235
O1 -0.5283 2.4265 2.0563  -0.5109
P1 -1.8111 1.5368 1.7655  0.5483
O2 -2.7985 1.4232 2.8141  -0.6908
O3 -1.1352 0.1712 1.3299  -0.0955
O4 -2.3976 2.0827 0.3699  -0.3259
P2 -1.6239 2.2120 -1.0138  0.5955
O5 -0.8257 3.5587 -0.9306  -0.4386
O6 -2.4187 1.9534 -2.1972  -0.6550
O7 -0.4277 1.1500 -0.8260  -0.0522
H19 -0.7173 3.2016 2.6063  0.3353
H20 -1.1376 4.2486 -1.5347  0.3796
C13 -1.7684 -1.4267 -2.2359  -1.1966
C14 -0.3388 -1.6902 -2.6417  -0.2821
O8 0.6284 -0.7467 -2.0344  -0.1119
C15 0.9469 0.3387 -2.9934  -0.5965
C16 2.0726 1.2089 -2.5126  -1.0446
H21 -2.4076 -2.1574 -2.7344  0.5285
H22 -2.1061 -0.4330 -2.5304  0.3363
H23 -1.9365 -1.5538 -1.1584  0.1908
H24 -0.2239 -1.5912 -3.7181  0.6348
H25 0.0064 -2.6796 -2.3606  0.2768
H26 0.0317 0.8978 -3.1798  0.4173
H27 1.2346 -0.1787 -3.9071  0.4912
H28 1.8495 1.7101 -1.5699  0.1433
H29 2.2208 1.9927 -3.2572  0.5337
H30 3.0084 0.6592 -2.4371  0.2807